1.
This record from the OMol25 dataset describes a molecular structure, C36H68INO13. The level of theory is ωB97M-V with the def2-TZVPD basis set.

Element x y z (Å)
C 8.100 -1.697 4.949
C 7.778 -0.941 4.080
C 6.985 -0.029 3.235
N 5.567 -0.343 3.223
C 4.878 0.210 2.048
O 3.514 0.334 2.190
C 2.719 -0.734 1.640
C 1.955 -1.419 2.812
O 0.607 -0.996 2.820
C 0.499 0.318 3.356
C 0.622 0.408 4.874
C 4.896 -0.201 4.474
O 4.952 -1.092 5.261
O 4.167 0.903 4.851
I 5.115 2.654 4.783
H 8.522 -2.378 5.643
H 7.239 1.002 3.505
H 7.351 -0.177 2.211
H 5.181 -0.399 1.184
H 5.279 1.220 1.834
H 1.945 -0.252 1.040
H 3.286 -1.444 1.035
H 2.450 -1.190 3.760
H 1.982 -2.502 2.661
H 1.235 1.009 2.924
H -0.478 0.699 3.060
H 0.379 1.435 5.140
H -0.071 -0.246 5.409
H 1.640 0.241 5.238
C -1.244 -1.049 -2.471
C -0.247 -1.086 -1.345
O 0.906 -0.737 -1.507
C -0.738 -1.574 -0.007
H -0.758 -0.678 -3.372
H -1.624 -2.050 -2.667
H -2.069 -0.380 -2.214
H -1.098 -2.601 -0.097
H -1.541 -0.928 0.352
H 0.074 -1.547 0.710
C 0.792 2.433 -2.104
C 0.299 3.498 -1.157
O -0.046 3.233 -0.028
C 0.256 4.917 -1.675
H 0.772 1.466 -1.606
H 0.146 2.389 -2.983
H 1.818 2.651 -2.406
H -0.415 4.978 -2.534
H 1.257 5.241 -1.964
H -0.113 5.578 -0.893
C -1.711 4.659 5.506
C -1.418 3.958 4.203
O -1.110 2.788 4.171
C -1.522 4.775 2.939
H -1.597 3.956 6.329
H -1.012 5.485 5.650
H -2.734 5.038 5.505
H -0.815 5.606 2.973
H -2.539 5.158 2.827
H -1.284 4.148 2.080
C -3.967 -4.972 -4.681
C -3.139 -3.730 -4.876
O -2.596 -3.174 -3.945
C -3.014 -3.211 -6.285
H -3.973 -5.240 -3.626
H -4.991 -4.793 -5.005
H -3.536 -5.795 -5.251
H -4.000 -2.957 -6.677
H -2.548 -3.967 -6.920
H -2.393 -2.316 -6.286
C -3.007 8.171 -2.522
C -2.001 8.127 -1.397
O -0.852 8.462 -1.568
C -2.488 7.646 -0.052
H -2.522 8.533 -3.425
H -3.400 7.170 -2.710
H -3.824 8.847 -2.266
H -2.858 6.622 -0.132
H -3.283 8.299 0.313
H -1.663 7.666 0.658
C -8.948 -6.250 -7.015
C -7.943 -6.297 -5.892
O -6.794 -5.951 -6.058
C -8.429 -6.792 -4.553
H -8.465 -5.875 -7.917
H -9.334 -7.251 -7.212
H -9.770 -5.582 -6.753
H -8.793 -7.817 -4.645
H -9.229 -6.148 -4.185
H -7.607 -6.774 -3.841
C -4.814 -7.266 -7.491
C -3.522 -7.440 -8.247
O -2.609 -6.654 -8.120
C -3.409 -8.632 -9.167
H -4.754 -6.379 -6.879
H -5.643 -7.152 -8.191
H -4.989 -8.129 -6.845
H -4.177 -8.579 -9.940
H -3.523 -9.555 -8.596
H -2.431 -8.631 -9.643
C 6.506 -1.735 8.208
C 7.483 -1.717 9.356
O 8.613 -1.308 9.219
C 6.990 -2.233 10.687
H 6.988 -1.338 7.318
H 6.185 -2.758 8.008
H 5.641 -1.113 8.444
H 6.688 -3.277 10.594
H 6.146 -1.633 11.030
H 7.792 -2.163 11.421
C 2.765 7.165 -0.196
C 2.382 6.029 0.720
O 1.715 6.215 1.711
C 2.865 4.648 0.344
H 2.354 8.095 0.191
H 3.852 7.254 -0.246
H 2.363 6.992 -1.196
H 3.956 4.627 0.318
H 2.465 4.367 -0.631
H 2.516 3.931 1.085

Output
total charge = 0
multiplicity = 1
largest force on an atom = 1.63 eV/A
HOMO level = -8.9 eV
calculated total energy = -2742.893789 Eh
E_LUMO = -1.0 eV
frontier orbital gap = 0.2899 hartree

2.
This record from the OMol25 dataset describes 9 unconnected molecules or ions with the total composition C57H76BF3N8OP. The level of theory is ωB97M-V with the def2-TZVPD basis set.

Element x y z (Å)
C 3.786 2.834 2.077
C 5.055 3.480 1.300
C 5.616 2.363 0.319
C 6.850 2.838 -0.588
C 6.320 3.903 -1.643
C 5.983 3.319 -3.083
C 5.176 1.949 -3.096
C 3.605 2.092 -3.313
C 2.891 3.173 -2.387
C 1.740 2.548 -1.440
C 0.314 2.456 -2.150
B -0.889 3.039 -1.164
C -2.342 2.335 -1.496
C -2.953 1.500 -0.278
O -3.762 2.313 0.602
C -3.889 0.294 -0.734
F -5.205 0.682 -1.026
F -3.370 -0.462 -1.787
F -3.995 -0.603 0.358
P -0.887 4.965 -1.420
C -1.474 5.379 -3.199
C -2.184 5.811 -0.316
C -1.743 7.353 -0.171
H 3.497 1.869 1.558
H 2.898 3.535 1.924
H 3.996 2.716 3.178
H 5.839 3.842 2.041
H 4.655 4.399 0.781
H 5.955 1.486 0.969
H 4.737 1.977 -0.282
H 7.702 3.204 0.062
H 7.234 1.887 -1.094
H 5.477 4.522 -1.188
H 7.171 4.655 -1.795
H 6.935 3.257 -3.712
H 5.332 4.088 -3.624
H 5.335 1.286 -2.199
H 5.567 1.356 -3.991
H 3.375 2.233 -4.418
H 3.150 1.080 -3.033
H 2.368 3.945 -3.039
H 3.580 3.741 -1.696
H 2.042 1.515 -1.075
H 1.697 3.246 -0.536
H 0.085 1.360 -2.332
H 0.281 3.036 -3.122
H -0.611 2.803 -0.028
H -3.142 3.096 -1.783
H -2.228 1.647 -2.404
H -2.140 1.054 0.372
H -4.183 3.032 0.098
H -2.104 6.326 -3.199
H -2.064 4.480 -3.573
H -0.528 5.523 -3.815
H -3.224 5.802 -0.794
H -2.198 5.384 0.735
H -2.632 8.058 -0.207
H -1.203 7.519 0.815
H -1.025 7.651 -0.996
N -8.189 2.680 4.543
C -6.946 2.994 4.145
C -6.375 2.542 2.966
C -7.127 1.714 2.148
C -8.415 1.371 2.535
C -8.897 1.878 3.732
H -6.395 3.641 4.820
H -5.367 2.829 2.694
H -6.714 1.339 1.217
H -9.031 0.726 1.920
H -9.900 1.641 4.076
N 6.262 -1.171 -3.334
C 7.479 -1.671 -3.082
C 7.709 -2.976 -2.675
C 6.616 -3.814 -2.515
C 5.345 -3.321 -2.768
C 5.223 -2.001 -3.174
H 8.302 -0.976 -3.217
H 8.715 -3.329 -2.487
H 6.754 -4.842 -2.197
H 4.469 -3.946 -2.654
H 4.250 -1.570 -3.387
N -1.408 -0.836 3.218
C -0.912 -0.751 4.460
C -1.695 -0.661 5.600
C -3.074 -0.654 5.449
C -3.613 -0.739 4.175
C -2.744 -0.829 3.099
H 0.171 -0.757 4.526
H -1.238 -0.597 6.579
H -3.721 -0.584 6.317
H -4.685 -0.735 4.020
H -3.119 -0.900 2.083
N -1.116 2.509 -5.358
C -0.297 3.149 -6.202
C -0.329 2.991 -7.579
C -1.260 2.117 -8.117
C -2.120 1.440 -7.266
C -2.008 1.671 -5.903
H 0.416 3.819 -5.733
H 0.358 3.538 -8.213
H -1.317 1.965 -9.190
H -2.859 0.750 -7.650
H -2.660 1.168 -5.197
N 9.815 -5.626 -2.348
C 10.381 -5.912 -3.530
C 10.862 -7.165 -3.871
C 10.758 -8.185 -2.937
C 10.178 -7.916 -1.706
C 9.724 -6.629 -1.463
H 10.442 -5.081 -4.226
H 11.307 -7.339 -4.842
H 11.124 -9.179 -3.166
H 10.080 -8.686 -0.952
H 9.261 -6.371 -0.517
N -11.846 0.881 3.432
C -11.678 -0.329 2.880
C -12.722 -1.143 2.472
C -14.018 -0.684 2.649
C -14.220 0.563 3.220
C -13.108 1.302 3.590
H -10.646 -0.645 2.766
H -12.526 -2.111 2.029
H -14.863 -1.292 2.344
H -15.218 0.953 3.373
H -13.215 2.284 4.038
N -9.273 -2.223 5.584
C -9.211 -3.506 5.967
C -8.302 -4.419 5.458
C -7.404 -3.985 4.494
C -7.448 -2.662 4.079
C -8.394 -1.827 4.653
H -9.935 -3.799 6.720
H -8.296 -5.444 5.807
H -6.678 -4.669 4.071
H -6.764 -2.288 3.329
H -8.465 -0.783 4.363
N 8.700 -8.034 1.614
C 9.207 -7.928 2.850
C 8.434 -7.827 3.995
C 7.054 -7.833 3.858
C 6.503 -7.940 2.590
C 7.363 -8.039 1.509
H 10.290 -7.924 2.906
H 8.899 -7.746 4.969
H 6.415 -7.755 4.730
H 5.431 -7.948 2.445
H 6.980 -8.129 0.497

Output
total charge = -1
multiplicity = 1
largest force on an atom = 2.44 eV/A
HOMO level = -3.4 eV
calculated total energy = -3396.572999 Eh
E_LUMO = 1.8 eV
frontier orbital gap = 0.1895 hartree

3.
This record from the OMol25 dataset describes 2 unconnected molecules or ions with the total composition C2H8NS. The level of theory is ωB97M-V with the def2-TZVPD basis set.

Element x y z (Å)
C -0.442 1.164 0.818
C 0.364 0.966 -0.450
N -0.131 0.361 -1.500
S -0.075 -2.227 0.561
H -0.986 2.063 0.665
H 0.140 1.191 1.743
H -1.082 0.311 0.922
H 1.378 1.330 -0.395
H 0.473 -2.714 1.653
H -0.970 -0.254 -1.353
H 0.451 0.253 -2.301
H 0.879 -2.445 -0.362

Output
total charge = +1
multiplicity = 1
largest force on an atom = 2.65 eV/A
energy relative to the best compared isomer or geometry (same formula, charge and spin) = 62.6 kJ/mol
HOMO level = -13.8 eV
calculated total energy = -533.656202 Eh
E_LUMO = -5.3 eV
frontier orbital gap = 0.3132 hartree

4.
This record from the OMol25 dataset describes a single C5H8O2 molecule. The level of theory is ωB97M-V with the def2-TZVPD basis set.

Element x y z (Å)
C 2.314 0.300 0.155
C 1.201 -0.109 -0.074
C -0.234 -0.259 -0.194
C -0.766 -1.513 0.512
O -0.661 -0.248 -1.557
C -0.489 1.146 0.511
O -0.898 2.127 -0.392
H 3.355 0.174 0.111
H -1.832 -1.670 0.314
H -0.614 -1.429 1.592
H -0.229 -2.406 0.169
H 0.111 -0.391 -2.122
H 0.505 1.403 0.939
H -1.188 1.057 1.341
H -0.578 1.862 -1.266

Output
total charge = 0
multiplicity = 1
largest force on an atom = 1.49 eV/A
energy relative to the best compared isomer or geometry (same formula, charge and spin) = 334.4 kJ/mol
HOMO level = -9.7 eV
calculated total energy = -345.677609 Eh
E_LUMO = 0.6 eV
frontier orbital gap = 0.3773 hartree

5.
This record from the OMol25 dataset describes a gas-phase ion, C5H6N (charge +1). The level of theory is ωB97M-V with the def2-TZVPD basis set.

Element x y z (Å)
C 1.502 -0.847 -0.062
C 1.262 0.446 -0.379
C 0.215 1.392 0.073
C -0.664 0.292 0.600
C 0.147 -0.961 0.644
N -0.877 -0.828 -0.382
H 2.204 -1.652 -0.290
H 0.404 1.889 0.995
H -0.363 1.847 -0.753
H -1.456 0.328 1.187
H -1.783 -1.337 -0.329
H -0.591 -0.567 -1.303

Output
total charge = +1
multiplicity = 1
largest force on an atom = 4.47 eV/A
energy relative to the best compared isomer or geometry (same formula, charge and spin) = 647.4 kJ/mol
HOMO level (spin up / spin down) = -14.6 / -14.0 eV
calculated total energy = -248.369104 Eh
E_LUMO (spin up / spin down) = -5.3 / -6.0 eV
frontier orbital gap (spin up / spin down) = 0.3408 / 0.2964 hartree

6.
This record from the OMol25 dataset describes a molecular structure, C27H49BN6SbZr. The level of theory is ωB97M-V with the def2-TZVPD basis set.

Element x y z (Å)
Zr 0.366 0.083 -0.549
C -2.022 3.118 -1.623
C -0.849 2.619 -2.386
C -0.369 3.089 -3.574
C 0.749 2.312 -3.909
C 1.613 2.438 -5.115
N 0.931 1.405 -2.949
N -0.061 1.572 -1.971
B 2.051 0.315 -2.880
N 1.416 -1.107 -2.868
N 0.568 -1.555 -1.850
C 0.221 -2.844 -2.159
C -0.676 -3.667 -1.307
C 0.832 -3.195 -3.332
C 1.573 -2.089 -3.760
C 2.414 -1.970 -4.983
N 2.929 0.527 -1.611
N 2.422 0.448 -0.311
C 3.472 0.671 0.541
C 3.329 0.671 2.019
C 4.604 0.879 -0.201
C 4.237 0.789 -1.547
C 5.111 0.942 -2.744
H -2.472 3.948 -2.162
H -1.732 3.484 -0.639
H -2.783 2.347 -1.512
H -0.774 3.905 -4.150
H 1.248 3.253 -5.735
H 1.601 1.524 -5.707
H 2.646 2.653 -4.839
H 2.735 0.419 -3.839
H -0.926 -3.170 -0.375
H -0.195 -4.616 -1.072
H -1.602 -3.888 -1.839
H 0.759 -4.146 -3.835
H 2.373 -2.901 -5.541
H 3.454 -1.768 -4.727
H 2.058 -1.167 -5.629
H 2.336 0.368 2.335
H 3.529 1.667 2.417
H 4.053 -0.013 2.462
H 5.593 1.077 0.179
H 6.128 1.153 -2.424
H 4.773 1.763 -3.376
H 5.122 0.031 -3.342
C -1.567 -1.977 4.412
C -0.669 -1.870 3.184
C -0.732 -3.155 2.370
C 0.767 -1.586 3.603
Sb -1.353 -0.196 1.884
C -1.164 1.710 3.007
C 0.272 2.191 2.820
C -1.446 1.483 4.487
C -2.130 2.745 2.444
C -3.403 -0.643 1.157
C -3.250 -1.509 -0.090
C -4.123 0.651 0.798
C -4.189 -1.399 2.220
H -1.188 -2.811 5.013
H -2.600 -2.206 4.172
H -1.540 -1.095 5.044
H -0.416 -3.981 3.014
H -0.047 -3.141 1.519
H -1.739 -3.389 2.022
H 1.097 -2.397 4.259
H 0.870 -0.658 4.168
H 1.452 -1.572 2.753
H 0.999 1.518 3.273
H 0.383 3.165 3.307
H 0.541 2.347 1.766
H -0.686 0.868 4.966
H -2.428 1.047 4.673
H -1.429 2.458 4.985
H -2.047 2.864 1.364
H -1.886 3.710 2.900
H -3.165 2.529 2.690
H -2.666 -1.024 -0.884
H -4.242 -1.693 -0.514
H -2.807 -2.479 0.129
H -3.549 1.287 0.124
H -4.398 1.233 1.672
H -5.052 0.385 0.285
H -3.795 -2.399 2.397
H -5.214 -1.520 1.857
H -4.248 -0.865 3.169

Output
total charge = +3
multiplicity = 1
largest force on an atom = 0.40 eV/A
HOMO level = -17.7 eV
calculated total energy = -1698.076243 Eh
E_LUMO = -10.2 eV
frontier orbital gap = 0.2726 hartree